1.
Density functional theory data (wB97M-V/def2-TZVPD) for one molecule with the formula C2H7N2P in a non-equilibrium geometry.

Results
Energy above the lowest of the compared OMol25 structures with the same formula, charge and spin in kJ/mol: 120.3
HOMO level in eV: -8.562
LUMO energy in eV: 0.42

Structure (XYZ):
```
12
Properties=species:S:1:pos:R:3:forces:R:3
H 0.1113 1.3050 -3.5969 0.45 -0.80 1.30
N 0.2939 0.9636 -2.6191 0.61 1.73 -2.06
P -0.6564 -0.0901 -2.0774 -0.48 -0.49 3.95
N -0.3270 -0.0391 -0.2658 0.41 0.32 -3.02
C -1.1310 -0.8260 0.5993 -1.70 1.79 1.72
C 0.9884 0.3798 0.2942 0.04 -1.33 -1.92
H -2.1161 -1.2109 0.1012 1.95 0.53 0.90
H -0.4638 -1.6154 1.0228 -1.12 0.22 0.21
H -1.4450 0.0571 1.4243 0.39 -3.02 -1.36
H 1.3528 0.9137 -0.5674 0.94 0.30 -0.17
H 1.0764 1.1008 1.1229 -0.82 -0.67 0.10
H 1.6236 -0.5679 0.4106 -0.67 1.42 0.36
```
Positions in Å, forces in eV/Å.

2.
Density functional theory data (wB97M-V/def2-TZVPD) for an isolated ion of composition C2H7N2S and charge +1 in a non-equilibrium geometry.

Results
Energy above the lowest of the compared OMol25 structures with the same formula, charge and spin in kJ/mol: 170.8
HOMO level in eV: -14.232
Net charge: +1
LUMO energy in eV: -4.98

Structure (XYZ):
```
12
Properties=species:S:1:pos:R:3:forces:R:3
C -0.0244 -2.2157 -1.0830 -3.61 0.96 -2.16
S -1.4117 -1.0356 -0.6400 2.46 1.93 0.75
N -0.5237 0.7299 -0.0590 -1.19 -5.24 0.13
C -0.1622 0.8676 1.1588 0.10 -0.42 1.74
N 0.1511 1.9679 1.8123 -0.77 2.75 -1.27
H 0.3483 -2.0236 -2.0959 0.07 0.03 0.52
H -0.7273 -3.0823 -1.1265 0.69 0.12 0.03
H 0.6643 -2.3226 -0.3368 1.75 -0.30 1.86
H -0.4850 1.3834 -0.7529 -0.05 2.35 -1.99
H -0.0747 -0.0077 1.8012 -0.41 -0.20 -0.37
H 0.0343 1.9974 2.8126 0.41 -0.35 0.15
H -0.0567 2.9110 1.3726 0.55 -1.65 0.63
```
Positions in Å, forces in eV/Å.

3.
Density functional theory data (wB97M-V/def2-TZVPD) for one molecule with the formula C2H7N3 in a non-equilibrium geometry.

Results
Energy above the lowest of the compared OMol25 structures with the same formula, charge and spin in kJ/mol: 138.1
HOMO level in eV: -9.384
LUMO energy in eV: 1.00

Structure (XYZ):
```
12
Properties=species:S:1:pos:R:3:forces:R:3
H -0.5155 -0.5053 -1.6762 -1.21 0.89 0.87
N -1.1009 0.0772 -1.0025 0.89 -1.28 -0.82
C -0.4498 0.1691 0.0868 0.27 1.44 0.47
C -0.9683 0.9951 1.2441 -1.56 -0.27 -0.12
N 0.8100 -0.3202 0.3370 1.31 1.97 2.04
N 1.5191 -0.8887 -0.6940 0.07 -1.72 -0.89
H -0.2549 1.1448 2.0829 -0.27 0.22 -0.85
H -1.4127 1.9365 0.7843 0.61 -1.10 1.05
H -1.7865 0.3635 1.6856 0.42 0.88 -0.32
H 1.3916 0.3010 1.0281 -1.41 -1.81 -2.03
H 1.1396 -1.8557 -0.7528 0.76 0.79 -0.31
H 1.3495 -0.4480 -1.6204 0.10 -0.01 0.92
```
Positions in Å, forces in eV/Å.

4.
Density functional theory data (wB97M-V/def2-TZVPD) for one molecule with the formula C2H7N3 in a non-equilibrium geometry.

Results
Energy above the lowest of the compared OMol25 structures with the same formula, charge and spin in kJ/mol: 486.1
HOMO level in eV: -8.527
LUMO energy in eV: 0.99

Structure (XYZ):
```
12
Properties=species:S:1:pos:R:3:forces:R:3
C -0.8157 -1.1295 0.1563 -2.93 0.88 0.07
N 0.5494 -1.1395 0.5612 0.71 -1.99 1.12
C 1.0028 -0.0207 0.8934 1.64 2.03 -4.58
N 0.4675 1.0274 0.0895 4.33 6.45 5.98
N -0.1459 1.0693 -1.1323 2.59 0.82 -0.09
H -1.2605 -1.1033 -1.0497 1.66 0.03 3.33
H -1.3038 -0.2202 0.9053 0.44 -2.45 -2.61
H -1.1474 -2.0848 0.5047 -0.94 -0.43 0.14
H 2.0685 0.2195 1.3047 -2.23 -0.63 -0.11
H 0.9344 2.0584 0.4970 -2.16 -3.58 -1.91
H 0.5980 0.7815 -1.8207 -1.99 -0.39 0.41
H -0.9473 0.5420 -0.9095 -1.13 -0.75 -1.76
```
Positions in Å, forces in eV/Å.

5.
Density functional theory data (wB97M-V/def2-TZVPD) for C2H7N3 as an isolated structure in a non-equilibrium geometry.

Results
Energy above the lowest of the compared OMol25 structures with the same formula, charge and spin in kJ/mol: 619.7
HOMO level in eV: -9.558
LUMO energy in eV: 0.29

Structure (XYZ):
```
12
Properties=species:S:1:pos:R:3:forces:R:3
C -1.8501 -0.5104 0.0660 -2.48 -1.11 0.70
C -0.5095 0.1409 -0.1490 0.06 -0.63 1.41
H -1.8672 -1.6620 -0.5852 -0.40 3.56 2.41
H -1.8449 -0.6103 1.4408 -0.39 -0.15 -4.64
H -2.9598 0.3803 -0.2804 3.93 -3.13 1.05
H 0.5610 1.6048 0.0849 -0.17 0.42 -0.34
H 0.5594 -1.7424 -0.8560 0.16 3.70 3.77
H 2.1417 0.3145 -0.8072 -0.08 0.35 -0.67
H 2.3510 0.4030 0.8258 -1.41 -1.47 -1.07
N -0.4256 1.3754 -0.0712 0.36 2.50 -0.24
N 0.6217 -0.6609 0.1372 0.58 -5.05 -3.62
N 1.9777 -0.2103 0.0305 -0.14 1.01 1.23
```
Positions in Å, forces in eV/Å.

6.
Density functional theory data (wB97M-V/def2-TZVPD) for a 2-piece molecular cluster, C2H7N3O overall in a non-equilibrium geometry.

Results
Energy above the lowest of the compared OMol25 structures with the same formula, charge and spin in kJ/mol: 491.1
HOMO level (spin up / spin down) in eV: -8.026 / -8.224
LUMO energy (spin up / spin down) in eV: 0.54 / 0.68

Structure (XYZ):
```
13
Properties=species:S:1:pos:R:3:forces:R:3
C 0.5923 -0.1571 -0.1225 3.12 0.19 -0.47
C 1.5020 -1.2746 0.3919 -3.83 -0.98 0.08
N -0.6120 -0.1801 0.1462 -1.97 2.50 -0.77
N -2.7570 0.7985 -0.9792 -1.12 -2.37 -1.95
N -1.6237 1.3767 -0.7658 3.22 -0.72 0.04
O 1.3356 0.8715 -0.7409 -0.82 0.11 -0.22
H 1.1554 -1.4128 1.4173 0.94 0.13 0.25
H 1.1317 -2.2003 -0.0596 0.30 0.00 -0.26
H 2.5103 -1.1732 0.1997 2.09 0.42 0.03
H -3.1609 0.3885 -0.1586 -0.65 -0.27 0.47
H -2.5933 0.0462 -1.6983 -0.71 1.11 0.92
H -1.7544 2.0310 -0.0228 0.36 0.22 1.13
H 2.1736 0.6066 -1.1774 -0.94 -0.35 0.76
```
Positions in Å, forces in eV/Å.

- Number 5 is which compound?
  C2H7N3